# 1
This record from OMol25 describes C43H47BBr4MoN3O5SeSi as an isolated structure. The level of theory is ωB97M-V with the def2-TZVPD basis set.

Properties
HOMO level = -10.6 eV
Orbital gap = 6.08 eV
Total charge = +1
Energy relative to the best compared isomer or geometry (same formula, charge and spin) = 0.0000 eV

Geometry as XYZ:
```
106
Properties=species:S:1:pos:R:3:forces:R:3
Mo 2.7496 -0.8718 -0.4552 0.8587 0.9686 -1.0086
Br 8.3252 1.5804 2.9756 -0.0210 0.0021 -0.0016
C 6.6610 0.8254 2.5452 0.0468 0.0080 0.0301
C 5.7751 0.4389 3.5725 0.0096 0.0183 0.0501
Br 6.2409 0.6860 5.3752 0.0131 0.0033 -0.0051
C 4.5446 -0.1258 3.2651 0.0844 0.0213 -0.1403
Br 3.3116 -0.7131 4.5462 -0.0052 -0.0415 0.0828
C 4.2155 -0.2870 1.9240 -0.1563 0.0037 0.0576
O 3.0756 -0.7984 1.4609 0.0078 -0.3443 -0.2463
C 5.0869 0.0871 0.9024 0.0742 0.3497 0.1850
O 4.6168 -0.1482 -0.3064 -0.1475 -0.2875 -0.1077
C 6.3237 0.6540 1.2082 -0.1338 -0.0277 0.0031
Br 7.4285 1.1478 -0.2199 0.0089 0.0056 -0.0124
C 1.3758 0.4620 -4.2849 0.0142 -0.0207 -0.0993
Si 2.8062 -0.6794 -3.9686 0.0697 0.0245 0.1607
C 4.4582 0.0085 -4.4404 -0.0423 0.0414 -0.0454
C 2.5100 -2.4200 -4.5289 -0.0528 0.0287 -0.0264
O 2.8314 -0.7939 -2.2458 -0.0557 -0.3970 0.5495
H 1.1871 0.5598 -5.3572 -0.0050 0.0171 0.0314
H 1.5749 1.4581 -3.8826 0.0084 -0.0166 -0.0025
H 0.4712 0.0676 -3.8153 0.0157 -0.0228 -0.0200
H 4.5820 0.0130 -5.5263 -0.0051 0.0009 0.0253
H 5.2678 -0.5848 -4.0120 -0.0157 -0.0153 -0.0050
H 4.5677 1.0359 -4.0873 0.0105 -0.0130 0.0066
H 2.4165 -2.4638 -5.6169 0.0120 -0.0033 0.0246
H 1.5846 -2.8067 -4.0965 0.0079 -0.0006 -0.0027
H 3.3297 -3.0772 -4.2340 0.0063 0.0195 -0.0016
C 3.2369 4.4885 1.9161 0.0660 -0.0316 -0.0170
C 1.8354 4.5003 2.5173 -0.0070 0.0483 0.0052
C 1.5771 3.3412 3.4742 0.0150 0.0035 0.0225
C 1.5298 1.9756 2.8023 -0.1539 -0.3336 0.0215
N 0.4517 1.8925 1.8076 -0.0545 0.4092 -0.0556
C 0.5837 1.8659 0.4770 -0.0618 0.0991 0.0505
Se 2.2040 1.6695 -0.4646 -0.0749 -0.1813 0.0726
N -0.6221 1.9900 -0.1018 0.0093 0.1803 -0.0035
C -0.8632 2.1618 -1.5412 0.0010 -0.1832 0.0604
C -0.5818 3.5879 -1.9971 0.0075 -0.0150 -0.0145
C -1.6524 4.6006 -1.6008 -0.0113 0.0395 0.0587
C -2.9909 4.3684 -2.2980 -0.0432 -0.0333 -0.0297
C -1.5798 2.0962 0.8974 -0.0255 0.0245 0.0184
C -2.9654 2.2109 0.8394 0.0324 0.0377 -0.0155
C -3.6330 2.2421 2.0441 0.0098 0.0522 0.0195
C -2.9501 2.1487 3.2679 -0.0320 0.0385 0.0118
C -1.5773 2.0327 3.3258 0.0589 0.0420 -0.0383
C -0.9001 2.0196 2.1081 0.0447 0.0132 0.0657
H 3.4272 5.3953 1.3416 -0.0171 -0.0132 -0.0064
H 3.3978 3.6388 1.2484 -0.0166 0.0425 0.0498
H 3.9934 4.4316 2.7022 -0.0141 0.0318 0.0107
H 1.0762 4.5049 1.7253 0.0279 -0.0112 -0.0114
H 1.6845 5.4326 3.0644 0.0176 -0.0009 0.0143
H 0.6531 3.5099 4.0301 -0.0254 0.0165 -0.0358
H 2.3743 3.2961 4.2212 0.0210 -0.0099 -0.0059
H 1.3573 1.1759 3.5256 0.0294 0.0732 -0.0436
H 2.4587 1.7490 2.2828 -0.0221 0.0217 -0.0070
H -1.8986 1.8657 -1.7148 0.0305 0.0189 -0.0322
H -0.2292 1.4469 -2.0623 0.0104 0.0076 0.0482
H -0.4753 3.5734 -3.0857 -0.0458 -0.0030 0.0045
H 0.3926 3.8869 -1.6002 0.0048 0.0071 -0.0191
H -1.2878 5.6002 -1.8437 0.0198 -0.0219 -0.0421
H -1.7860 4.5941 -0.5136 -0.0140 0.0136 -0.0148
H -2.8462 4.1430 -3.3576 0.0063 0.0472 0.0134
H -3.6276 5.2504 -2.2355 0.0050 -0.0160 0.0443
H -3.5549 3.5390 -1.8638 0.0489 0.0119 -0.0373
H -3.4969 2.2521 -0.1015 0.0260 0.0044 0.0448
H -4.7118 2.3263 2.0488 0.0144 -0.0048 -0.0059
H -3.5187 2.1649 4.1881 0.0071 0.0031 -0.0027
H -1.0564 1.9501 4.2696 -0.0058 -0.0003 -0.0084
N -0.2675 -10.3306 0.7860 0.0071 0.0495 -0.0086
C 0.0655 -9.2404 0.6442 -0.0016 -0.0471 0.0224
C 0.4830 -7.8753 0.4665 -0.0105 -0.0094 -0.0220
C 0.8994 -7.4419 -0.7915 -0.0046 0.0162 0.0194
C 1.2948 -6.1304 -0.9651 -0.0193 -0.0144 0.0196
C 1.2762 -5.2472 0.1184 0.0816 -0.0249 -0.0422
C 0.8619 -5.6879 1.3773 -0.0083 -0.0052 0.0176
C 0.4640 -6.9995 1.5501 0.0026 -0.0015 -0.0129
C 1.6795 -3.8922 -0.0661 -0.0495 0.0041 -0.1138
C 2.0182 -2.7382 -0.2533 -0.6571 0.0969 0.3403
H 0.9108 -8.1350 -1.6209 -0.0033 0.0029 0.0029
H 1.6178 -5.7797 -1.9357 0.0084 -0.0040 0.0090
H 0.8532 -4.9980 2.2102 0.0069 -0.0040 -0.0078
H 0.1399 -7.3533 2.5188 0.0016 0.0044 -0.0030
C -5.4736 -1.1677 -2.1134 0.0071 0.0114 -0.0355
C -5.3964 -1.0991 -0.5884 0.0081 -0.0252 -0.0085
C -6.1081 0.1812 -0.1258 0.0023 0.0036 -0.0079
C -6.1173 -2.3259 -0.0129 -0.0354 -0.0011 0.0007
C -3.9517 -1.0734 -0.0860 -0.0171 0.0056 0.0559
C -3.7127 -1.0150 1.2932 0.0142 -0.0711 -0.0347
C -2.4363 -0.9502 1.8392 0.0046 -0.1335 -0.0130
C -1.3899 -0.9517 0.9463 -0.0167 -0.1006 0.0075
O -0.0319 -0.8495 1.1956 -0.1055 -0.1587 0.0018
B 0.5567 -0.9104 -0.0537 0.3535 -0.5229 0.1808
O -0.3813 -1.0225 -1.0696 -0.0737 0.1640 -0.0116
C -1.6034 -1.0378 -0.4128 -0.0035 0.0118 -0.0344
C -2.8647 -1.0907 -0.9641 0.0184 -0.0122 -0.0007
H -6.5190 -1.1617 -2.4242 0.0091 -0.0117 0.0048
H -5.0192 -2.0817 -2.5026 -0.0020 0.0231 0.0189
H -4.9869 -0.3103 -2.5855 -0.0169 -0.0046 0.0112
H -7.1256 0.2118 -0.5201 0.0094 -0.0083 0.0158
H -5.5795 1.0694 -0.4843 -0.0434 -0.0290 -0.0097
H -6.1697 0.2373 0.9624 0.0123 0.0042 -0.0104
H -7.1531 -2.3493 -0.3577 0.0150 0.0047 -0.0025
H -6.1308 -2.3145 1.0775 0.0011 0.0016 -0.0098
H -5.6304 -3.2487 -0.3343 -0.0018 0.0202 0.0025
H -4.5573 -1.0136 1.9703 0.0156 0.0150 0.0043
H -2.2712 -0.8929 2.9070 -0.0172 -0.0121 -0.0371
H -2.9898 -1.1575 -2.0358 0.0128 0.0115 0.0187
```
Forces are in eV/Å.

# 2
This record from OMol25 describes C43H47GeIN3O4SSeY as an isolated structure. The level of theory is ωB97M-V with the def2-TZVPD basis set.

Properties
HOMO level = -8.0 eV
Orbital gap = 7.87 eV
Energy relative to the best compared isomer or geometry (same formula, charge and spin) = 0.2144 eV

Geometry as XYZ:
```
102
Properties=species:S:1:pos:R:3:forces:R:3
Y -10.7282 17.3432 7.5918 1.0637 -0.0088 0.3362
C -14.3808 17.1009 9.5153 -0.8363 0.1474 -0.7820
C -14.1609 18.5091 8.9719 -0.5156 -1.3767 0.3461
N -15.1893 19.1604 8.5214 -0.0189 1.4545 -0.7743
C -14.9325 20.3842 7.9421 -1.6877 -1.2350 0.3998
C -13.7116 20.9387 7.8048 0.4316 1.2736 -0.4875
C -13.5973 22.3620 7.2972 -1.5464 -0.1644 0.4834
O -13.2812 23.2754 8.3266 -0.4570 -0.1769 1.8592
C -12.5891 20.2104 8.2013 0.1885 0.1256 0.0558
C -11.2450 20.7277 7.8646 -0.2781 -0.5036 0.5815
N -10.2259 19.9813 7.7032 1.4646 -0.2722 -0.3449
C -8.9902 20.6123 7.2475 -0.5164 -0.3173 1.0798
C -8.9600 21.3762 6.1001 0.1244 -0.0687 -1.3115
C -7.7668 21.8356 5.5665 0.4090 1.0840 -0.5439
C -6.5461 21.6830 6.2216 -0.5416 -0.7940 -0.6033
C -6.5572 20.9522 7.3911 -0.4977 0.7569 0.5984
C -7.7678 20.4886 7.9240 0.4252 -0.5172 0.5749
I -7.6332 19.6953 9.8942 -0.3491 -0.0163 -0.6525
C -12.8477 18.9851 8.8301 2.2617 0.0753 -0.1197
O -11.8395 18.2357 9.2169 -0.2455 -0.4420 0.2304
H -15.4735 16.9798 9.6872 0.7123 0.1353 0.1153
H -14.1127 16.3447 8.7316 0.1305 0.6813 0.6519
H -13.8088 16.9213 10.4209 0.0650 -0.1235 0.0072
H -15.8079 20.8716 7.5336 -0.0575 0.1903 0.1234
H -12.8397 22.5019 6.5800 0.9909 -0.0350 -1.0419
H -14.5452 22.6832 6.8344 0.1383 -0.3552 -0.0103
H -13.7980 23.0251 9.1433 0.7791 0.3920 -1.3470
H -11.0810 21.7895 7.7531 -0.4510 0.4631 -0.0461
H -9.8225 21.5542 5.4566 -0.2024 -0.2435 0.5350
H -7.8360 22.3970 4.6241 0.1940 -0.2985 0.4084
H -5.5825 21.9894 5.8224 -0.3638 0.2530 -0.0986
H -5.6304 20.9537 7.9499 -0.1576 -0.5554 0.2345
C -15.3946 13.7533 12.6427 -0.0125 0.2622 -0.7702
Ge -13.4900 13.6704 12.1050 -0.6236 0.0823 0.6740
C -12.7846 11.9312 12.5851 1.2569 0.0082 0.2700
C -12.5000 15.1392 12.8658 -0.5595 0.6731 1.2119
C -13.4795 13.6962 10.1561 -0.2934 -0.0852 0.2161
Se -11.7885 14.1381 9.3404 0.1333 -0.1061 -0.2060
C -12.1274 13.4081 7.5719 0.6803 -0.4917 -0.4514
H -15.5341 13.3182 13.6240 -0.0633 -0.2673 0.1354
H -15.9463 13.1706 11.8724 0.0663 0.3632 0.6463
H -15.7954 14.7845 12.6900 0.2560 -0.4972 -0.2356
H -12.9331 11.5551 13.5923 0.0194 0.3847 0.3085
H -11.7069 11.8686 12.3421 -0.3682 0.1744 0.2581
H -13.2258 11.1942 11.9663 -0.6889 -0.7466 -0.8623
H -12.5342 15.1670 13.9887 0.2619 -0.3271 -1.0064
H -12.9141 16.1043 12.5705 -0.1497 -0.0533 -0.2129
H -11.4969 15.1224 12.4962 0.8340 -0.0433 0.0499
H -14.2653 14.3901 9.8685 -0.0323 -0.0797 -0.3668
H -13.7669 12.6609 9.9365 0.0626 0.2571 -0.3910
H -12.3405 12.3324 7.5731 -0.0017 0.2604 0.3228
H -11.2155 13.5471 6.9737 -0.1273 0.0673 0.3011
H -12.9062 13.9371 7.0576 -0.5007 0.3536 -0.0567
C -6.8403 16.3125 7.0588 -0.3371 -0.2276 0.1978
C -7.9349 15.3376 7.5408 0.9883 -0.6167 -0.3240
C -8.0069 14.1512 6.5202 -1.1598 1.6682 0.7137
O -9.1325 15.9791 7.6754 -1.5264 0.6476 -0.2872
H -5.8759 15.8602 7.3387 -0.0401 0.5101 -0.4114
H -7.0015 17.2729 7.5591 0.3394 -0.0961 0.1000
H -6.9290 16.5083 5.9644 0.2193 -0.4173 0.7191
H -7.6739 14.9379 8.5490 0.2700 0.0573 -0.5452
H -8.1419 14.5868 5.5278 -0.6206 -0.0144 -0.0179
H -8.8523 13.5349 6.8475 0.3600 -0.2763 -0.4707
H -7.0855 13.6496 6.3950 0.9938 -0.9711 0.5003
N -19.3661 17.5687 2.2263 -0.2739 0.2782 -0.0811
C -18.4809 17.5970 2.9566 0.2800 -0.6907 0.3859
C -17.2994 17.4453 3.7749 0.3976 1.5996 -0.8211
C -17.3351 17.0859 5.1095 -0.8644 -0.4465 0.5499
C -16.1508 16.9770 5.8310 -0.4437 -0.1524 -0.3319
C -14.9539 17.2152 5.1639 0.0603 0.2649 0.0622
C -14.9095 17.6624 3.8338 -0.0190 0.4319 0.3941
C -16.0881 17.8792 3.1762 -0.4493 -0.6881 -0.5986
C -13.7396 17.0603 5.8580 2.4024 -1.0348 0.9942
C -12.6633 16.7508 6.3908 -1.5097 0.6254 -0.8211
H -18.3219 16.8928 5.5739 0.8071 0.0355 -0.2659
H -16.1401 16.6751 6.8808 -0.0241 0.2132 -0.3939
H -13.9509 17.9180 3.3809 -0.2521 -0.1360 0.1707
H -16.0704 18.3005 2.1627 -0.2415 -0.3060 0.4549
O -9.8115 18.0957 5.6077 0.1247 0.4729 0.2110
S -10.2555 18.5847 4.2543 0.1315 -0.6473 -0.3376
C -8.7481 19.0546 3.4118 -0.3343 0.7484 -0.3968
C -8.7905 20.0421 2.4232 -0.0159 0.1297 0.2281
C -7.6124 20.5217 1.8545 0.0175 -0.1850 0.0820
C -6.3693 20.0305 2.2847 -1.0821 -0.1710 0.1190
C -6.3635 19.1034 3.3040 0.2316 -1.4905 0.0846
C -7.5460 18.5642 3.8216 1.1726 -0.0794 1.4230
C -10.5500 17.0316 3.4141 0.1443 0.0920 -0.5072
C -11.0897 17.0263 2.1191 -0.7482 1.7774 0.9767
C -11.5061 15.8404 1.6063 0.3260 -1.3598 0.0745
C -11.2294 14.6310 2.2581 0.1852 -0.0231 0.0456
C -10.6421 14.6522 3.5266 -0.3169 0.1404 -1.1160
C -10.2969 15.8675 4.1129 -0.3474 -0.4472 0.3222
H -9.7505 20.4702 2.1544 0.0735 0.0145 -0.1469
H -7.6801 21.2843 1.0876 0.0816 -0.0665 0.0077
H -5.4420 20.3011 1.8293 0.3134 0.4631 -0.2201
H -5.4427 18.6116 3.6462 -0.2308 0.6023 -0.1517
H -7.4560 17.8829 4.6869 -0.3357 0.2897 -0.7530
H -11.3940 17.9824 1.6250 0.5233 -0.8595 0.4308
H -12.0816 15.8088 0.7179 -0.2261 0.0493 -0.9226
H -11.4584 13.6927 1.7254 -0.0529 0.4943 0.6343
H -10.5002 13.7284 4.0522 0.2212 -0.2432 0.2377
H -9.9225 15.8398 5.1404 -0.0183 0.3232 -0.4911
```
Forces are in eV/Å.

- The highest energy relative to the best compared isomer or geometry (same formula, charge and spin) belongs to which entry?
  C43H47GeIN3O4SSeY

- Among the records above, which one has the lowest orbital gap?
  C43H47BBr4MoN3O5SeSi

- Look up the HOMO level of the first one.
  -10.6 eV